Entry from the Open Molecules 2025 dataset: a cluster of 2 separate species, C6H12O in total in a non-equilibrium geometry (the ωB97M-V functional and the def2-TZVPD basis).

The geometry in ORCA input format:
```
! RIJCOSX wB97M-V def2-TZVPD def2/J DEFGRID3
* xyz 0 1
C -0.271 -0.118 -1.709
C -0.872 0.107 -0.424
O -0.673 1.196 0.351
C -0.294 2.413 -0.279
H -0.942 -0.328 -2.532
H 0.684 0.340 -1.926
H -1.855 -0.319 -0.269
H -1.161 2.855 -0.781
H 0.505 2.281 -1.011
H 0.035 3.083 0.517
C 0.255 -1.746 -0.421
C -0.064 -1.344 0.902
C 0.962 -0.734 1.803
H 1.280 -1.714 -0.763
H -0.351 -2.482 -0.928
H -0.949 -1.785 1.348
H 1.419 -1.485 2.457
H 1.770 -0.264 1.227
H 0.523 0.044 2.437
*
```

Values from the calculation:
- Molar mass: 100.161 g/mol
- SMILES: C=COC.C=CC
- HOMO: -6.11 eV
- Orbital gap: 6.91 eV
- ΔE to the lowest compared entry with this formula, charge and spin: 5.733 eV

These are the natural (NBO) partial charges, in e, on atoms 1 to 5: C -0.78; C 0.38; O -0.53; C -0.26; H 0.22